122
Properties=species:S:1:pos:R:3:forces:R:3:mulliken_charge:R:1 method="wB97M-V/def2-TZVPD" total_charge=-2 lumo_energy_ev="3.637 / 3.636" orbital_gap_ha="0.1823 / 0.2169" spin_multiplicity=2 e_tot_ha=-10429.73535
H 0.761641 -5.249589 5.895965 0.01 0.00 0.00 0.57
C -1.086502 -4.941710 4.843228 0.06 0.02 0.01 -0.28
H 0.553944 3.053616 -3.737182 0.01 -0.07 -0.03 0.48
Br -1.971703 -6.420542 5.659377 0.01 0.01 -0.02 -0.27
H -4.946063 -0.815127 -0.732001 0.01 0.02 0.04 0.25
C 0.801106 1.554193 2.781033 0.01 -0.01 0.01 -0.33
H 1.302387 -3.917492 -4.974295 -0.02 -0.04 0.00 0.32
H -5.176295 -0.595678 -3.783524 0.02 0.00 -0.04 0.31
H 2.603098 4.317700 -3.057761 0.00 -0.01 -0.01 0.37
C -1.972135 -1.676359 -4.512798 -0.02 -0.01 -0.01 -1.31
H -2.871308 -2.238412 0.722116 -0.02 0.02 -0.01 -0.12
C 0.208035 -4.652253 5.187017 -0.09 0.02 0.01 -0.77
H 3.670473 -3.569835 -4.268339 0.00 0.03 0.00 0.38
C 0.835977 -3.547223 4.598329 0.01 0.03 -0.04 0.63
H 0.150882 4.534797 -0.079789 0.06 0.05 0.01 0.50
C 5.261965 -3.556210 6.679998 0.00 0.00 0.00 -0.77
S 1.447823 -0.567042 -2.244876 -0.01 -0.02 0.12 -0.37
H 2.554073 3.514633 2.124566 0.01 0.02 0.00 0.46
O 0.739062 -1.653222 3.183434 0.06 -0.18 0.18 -0.05
H -1.299522 3.784286 0.555306 0.05 -0.01 0.01 0.13
C 4.336372 -2.682050 4.618197 0.04 -0.01 -0.01 0.88
C -1.656091 4.516867 -3.994849 0.02 0.00 0.01 0.54
C -1.777203 -4.198552 3.888995 0.01 0.04 -0.06 -0.67
C 3.230729 0.930601 2.852893 -0.02 -0.01 0.05 -2.35
C -3.537197 1.944647 1.358951 0.09 0.02 0.16 1.37
H -1.546626 -2.492366 -5.107830 -0.01 0.01 0.00 0.36
H -3.006802 -1.538152 -4.840248 -0.03 0.01 -0.01 0.32
C -3.246760 3.094289 2.333504 -0.04 0.00 0.01 -1.92
N 3.089094 -2.669850 4.044776 0.05 0.02 0.03 0.25
O -0.227177 0.904040 2.378686 -0.12 -0.14 -0.18 -0.42
H -1.191174 6.050855 -1.506714 0.00 -0.01 -0.06 0.43
H -5.460683 0.729291 -2.664539 0.01 0.04 0.01 0.27
C 1.773570 4.176482 -2.356668 -0.03 0.01 -0.05 -1.05
H 0.938274 -2.226324 -4.590913 0.04 0.00 0.00 -0.16
O 0.849817 2.272609 3.774210 0.08 0.07 0.06 -0.78
C 2.249612 -3.310595 4.910417 -0.05 -0.02 0.00 0.20
H -4.593748 -2.108849 -1.854766 0.00 -0.01 0.00 0.62
H 1.547270 2.062446 -2.696778 0.02 -0.03 0.01 0.43
C -4.565084 -1.021345 -1.734926 0.10 -0.02 0.30 -0.83
C -3.726044 4.187228 -5.778335 0.00 0.00 -0.02 -0.78
C 5.418157 -3.522711 -1.317772 -0.01 -0.03 0.03 -1.26
H 3.373191 2.704335 0.763675 0.01 0.00 -0.01 0.51
H -2.606412 -3.891554 1.328011 -0.01 0.02 -0.01 0.61
H -2.661837 5.158168 -1.141769 -0.03 -0.01 -0.02 0.25
H -6.517462 -0.684512 -2.643582 0.00 0.01 -0.01 0.37
H 5.285095 -1.958424 0.164199 0.04 -0.03 0.04 0.24
C -3.836474 0.681051 2.163333 0.08 -0.01 0.06 -1.23
C 6.487146 -3.054990 6.284629 0.01 0.01 0.00 -0.45
C -2.785116 -2.851725 1.615504 0.04 0.03 -0.07 -1.00
H 4.754748 -4.213485 -1.836915 -0.01 -0.01 -0.01 0.21
H 7.610526 -1.985877 4.794222 0.01 0.01 0.00 0.38
H 4.037983 -3.214754 0.317641 0.04 0.03 0.00 0.22
H 5.140343 -4.079368 7.619216 -0.01 -0.01 0.02 0.42
C -3.452267 3.208751 -4.837889 -0.06 0.03 0.05 -0.62
H 1.643618 3.082982 0.668410 -0.05 0.03 -0.06 0.05
H 2.947847 -0.003871 3.339774 -0.01 0.04 -0.01 0.34
H -3.191999 4.042952 1.794540 0.01 0.02 -0.03 0.37
C 6.636193 -2.369267 5.069697 0.02 0.00 -0.01 -0.52
C -0.862849 4.223317 -0.339829 -0.04 -0.06 -0.04 -0.26
H -4.083760 2.331369 -4.811000 -0.02 -0.01 0.02 0.41
C 2.103919 1.417971 1.947638 0.05 -0.06 -0.04 2.12
H -1.860871 6.096319 0.117494 0.00 0.00 0.01 0.43
H 2.207016 4.080933 -1.360892 0.02 0.01 0.06 0.20
H -4.965119 1.461392 -0.189325 -0.02 -0.03 -0.01 0.09
H 2.801187 -2.268307 3.161406 -0.03 0.02 0.06 -0.13
H -0.836982 -2.117547 -2.736211 0.01 0.01 0.02 -0.44
H 2.544689 0.425390 0.259370 -0.01 0.08 -0.04 -0.07
H 3.309477 -1.873690 -3.889511 -0.03 -0.02 -0.04 0.41
O 2.465429 -3.313979 -2.661564 -0.07 -0.08 0.05 -0.33
C 4.169934 -3.367068 5.834607 0.02 0.04 -0.01 0.32
H -2.284289 2.914060 2.813093 0.02 -0.03 0.06 0.24
O 3.752746 -1.765314 -1.119090 -0.15 0.08 -0.01 -0.36
H 6.141486 -4.101666 -0.739013 0.02 -0.01 0.00 0.43
H 2.055179 -2.613943 -5.915997 -0.02 0.01 -0.04 0.41
H 5.956809 -2.930630 -2.059328 0.01 0.01 -0.01 0.26
H -0.835812 4.655749 -3.307979 0.00 0.07 0.07 0.23
C -2.093926 2.302043 -2.881774 -0.01 -0.04 0.06 0.75
H 5.677456 -1.635745 3.286305 0.00 0.04 -0.09 0.40
H -4.020685 3.178340 3.102674 -0.03 0.03 0.01 0.43
C -4.739612 2.295612 0.477591 -0.01 0.01 0.02 -1.38
H -2.782471 -4.474250 3.613447 -0.05 0.00 -0.05 0.59
H 4.134985 0.763733 2.260180 0.02 0.01 -0.02 0.52
C -1.685724 5.444140 -0.744728 -0.02 -0.04 -0.07 -1.66
H -4.062652 -0.135340 1.479539 -0.02 -0.16 -0.09 -0.06
H -4.687541 0.819434 2.836896 -0.02 0.00 -0.01 0.47
H -5.627221 2.525366 1.075616 -0.03 0.00 0.00 0.40
C 0.927125 2.957780 -2.715485 -0.01 -0.06 0.11 -0.65
C -1.923078 5.502597 -4.933371 -0.01 0.01 -0.03 -1.44
O -2.435396 1.773486 0.530710 0.14 -0.23 -0.22 1.25
C -5.478436 -0.357437 -2.761583 0.00 -0.01 -0.02 -1.40
C -2.646539 1.085163 -2.981280 -0.08 -0.08 0.00 -1.41
C 2.443124 2.770365 1.336879 0.02 -0.01 0.04 -1.97
S 1.390310 -3.206031 -0.009982 -0.04 0.04 0.05 -0.61
H -1.427216 -0.765070 -4.766589 0.02 0.02 -0.01 0.22
H -3.702630 -2.775685 2.205418 0.01 0.00 0.03 0.30
P 2.216409 -2.217327 -1.480897 0.04 0.09 0.00 0.72
O 1.850389 0.460586 0.930048 -0.12 -0.15 0.04 1.17
C 4.619502 -2.620832 -0.394623 0.09 -0.11 0.11 -0.11
C 2.882588 -2.878207 -3.950213 0.10 0.00 -0.12 -0.56
C 1.719382 -2.911324 -4.919612 0.03 0.01 -0.01 -0.72
N 2.853905 -3.748840 5.989710 -0.03 -0.01 -0.03 -0.83
H -1.313051 6.397924 -4.953658 0.01 0.01 0.00 0.41
H 1.185247 5.098999 -2.360830 -0.01 0.04 0.02 0.22
H 7.350790 -3.185950 6.924471 0.02 -0.01 0.01 0.35
H -2.411111 -2.886598 -2.770097 -0.02 0.00 0.01 0.61
H -3.178694 6.112789 -6.570340 0.00 0.01 0.00 0.36
H -2.957208 0.414072 2.752826 0.03 -0.03 0.02 0.20
C 0.146630 -2.739805 3.698116 0.14 0.00 -0.10 0.04
C -2.403973 3.341338 -3.917036 0.00 0.00 -0.01 0.87
H -4.549726 4.045758 -6.469369 0.00 0.00 0.01 0.38
Sn -0.810526 0.462601 0.106321 -0.66 0.45 -0.07 -1.68
H -3.280086 0.903935 -3.852211 -0.02 0.02 -0.03 0.18
Ge -0.662141 2.619720 -1.516658 0.28 -0.06 0.04 0.74
C 5.565614 -2.169890 4.218077 -0.02 -0.03 0.00 -0.78
O -1.670894 -2.341010 2.326408 -0.15 0.00 0.05 0.15
C -1.149182 -3.116600 3.299284 0.00 0.03 0.07 0.42
C -2.962043 5.345838 -5.836671 0.01 0.01 0.00 -0.42
C -1.878368 -1.961978 -3.017037 -0.02 -0.04 0.13 -0.15
H -4.493035 3.159519 -0.142292 0.01 0.04 0.00 0.16
H 0.133033 -1.079379 2.672501 0.02 0.10 -0.07 -0.07
H 3.435856 1.672134 3.623538 0.01 -0.02 0.03 0.37
Ge -2.607728 -0.527840 -1.822877 0.26 0.06 -0.35 1.55